No. 1
# C5H10O2

C5H10O2 in the gas phase (the ωB97M-V functional and the def2-TZVPD basis, OMol25).

Values from the calculation:
- SMILES = C[C@H]1OCC[C@H]1O
- gap between HOMO and LUMO (eV) = 10.340
- energy above the lowest of the compared OMol25 structures with the same formula, charge and spin (kJ/mol) = 134.36
- net charge = 0
- multiplicity = 1
- max |F| (eV Å⁻¹) = 0.39
- E_HOMO (eV) = -9.590
- calculated total energy (a.u.) = -346.97426

Each atom is followed by the atoms it is bonded to, with distances in Å.
CARTESIAN COORDINATES (ANGSTROEM)
1 C -0.6991 -1.2781 1.3491  C2 1.520, H8 1.095, H9 1.096, H10 1.094
2 C 0.2316 -0.1501 0.9349  C1 1.520, O3 1.428, C6 1.544, H11 1.100
3 O 1.3656 -0.6838 0.2512  C2 1.428, C4 1.422
4 C 1.4905 -0.0798 -1.0302  O3 1.422, C5 1.520, H12 1.093, H13 1.103
5 C 0.0828 0.3561 -1.4048  C4 1.520, C6 1.525, H14 1.094, H15 1.096
6 C -0.3845 0.8698 -0.0466  C2 1.544, C5 1.525, O7 1.410, H16 1.100
7 O -1.7795 1.0053 0.1050  C6 1.410, H17 0.962
8 H -0.1651 -1.9517 2.0274  C1 1.095
9 H -1.0325 -1.8584 0.4816  C1 1.096
10 H -1.5784 -0.8809 1.8649  C1 1.094
11 H 0.5780 0.3744 1.8372  C2 1.100
12 H 1.9340 -0.8110 -1.7102  C4 1.093
13 H 2.1631 0.7930 -0.9792  C4 1.103
14 H 0.0464 1.1206 -2.1864  C5 1.094
15 H -0.5276 -0.4981 -1.7203  C5 1.096
16 H 0.1034 1.8400 0.1270  C6 1.100
17 H -1.9585 1.9494 0.1550  O7 0.962

Charges computed using Mulliken, reported in e:
1. C -1.36
2. C 0.33
3. O -0.43
4. C -0.41
5. C -0.71
6. C 0.02
7. O -0.56
8. H 0.38
9. H 0.27
10. H 0.34
11. H 0.22
12. H 0.30
13. H 0.26
14. H 0.34
15. H 0.27
16. H 0.38
17. H 0.36



No. 2
# C5H10O2

2 unconnected molecules or ions with the total composition C5H10O2 (the ωB97M-V functional and the def2-TZVPD basis, OMol25).

Values from the calculation:
- SMILES = C=C[C@@]1(O)C[C@@H]1O.[H][H]
- gap between HOMO and LUMO (eV) = 9.839
- energy above the lowest of the compared OMol25 structures with the same formula, charge and spin (kJ/mol) = 391.78
- net charge = 0
- multiplicity = 1
- max |F| (eV Å⁻¹) = 0.36
- E_HOMO (eV) = -8.873
- calculated total energy (a.u.) = -346.87621

Each atom is followed by the atoms it is bonded to, with distances in Å.
CARTESIAN COORDINATES (ANGSTROEM)
1 C 1.6780 -1.1684 -0.0604  C2 1.330, H8 1.081, H9 1.087
2 C 0.9382 -0.3011 0.6255  C1 1.330, C3 1.476, H10 1.087
3 C -0.3323 0.2045 0.0686  C2 1.476, O4 1.406, C5 1.510, C6 1.502
4 O -0.9753 -0.6299 -0.8631  C3 1.406, H11 0.965
5 C -1.1783 1.3599 0.5485  C3 1.510, C6 1.502, H12 1.086, H13 1.086
6 C -0.1298 1.5785 -0.5041  C3 1.502, C5 1.502, O7 1.380, H14 1.090
7 O -0.4025 1.7064 -1.8508  C6 1.380, H15 0.973
8 H 2.6586 -1.4785 0.2731  C1 1.081
9 H 1.3146 -1.5725 -1.0024  C1 1.087
10 H 1.2937 0.1629 1.5420  C2 1.087
11 H -0.9592 -1.5342 -0.5269  O4 0.965
12 H -1.0382 1.7931 1.5346  C5 1.086
13 H -2.2010 1.3320 0.1831  C5 1.086
14 H 0.7765 2.0934 -0.1858  C6 1.090
15 H -0.5630 0.7965 -2.1566  O7 0.973
16 H -0.1111 -2.3664 1.3216  H17 0.744
17 H -0.8025 -2.3110 1.5898  H16 0.744

Charges computed using Mulliken, reported in e:
1. C -0.64
2. C -0.72
3. C 1.06
4. O -0.60
5. C -0.73
6. C -0.28
7. O -0.53
8. H 0.28
9. H 0.28
10. H 0.34
11. H 0.32
12. H 0.27
13. H 0.25
14. H 0.33
15. H 0.35
16. H -0.15
17. H 0.18